This record from the Open Molecules 2025 dataset describes C56H54AsHfN4O2S3Se as an isolated structure in a non-equilibrium geometry. The level of theory is ωB97M-V/def2-TZVPD.

Atoms and positions in Å:
Hf  -1.7059  1.9921  -0.9328
C  0.2877  3.4417  -3.0996
N  -0.3309  3.4012  -1.7890
C  -0.3430  4.4766  -1.0540
C  -1.0240  4.5210  0.1721
C  -1.3805  5.6411  0.9471
C  -2.3055  5.1936  1.8732
C  -2.4760  3.8315  1.6437
N  -1.6823  3.3923  0.6532
C  1.5655  2.6383  -3.0953
C  2.5508  2.9177  -2.1539
C  3.7199  2.1777  -2.1193
C  3.9131  1.1544  -3.0353
C  2.9414  0.8808  -3.9842
C  1.7703  1.6183  -4.0126
H  0.5002  4.4830  -3.3820
H  -0.4181  3.0166  -3.8265
H  0.1172  5.3956  -1.4215
H  -1.0329  6.6453  0.7993
H  -2.8274  5.7658  2.6119
H  -3.1706  3.1841  2.1570
H  2.4018  3.7242  -1.4480
H  4.4814  2.4051  -1.3823
H  4.8280  0.5788  -3.0190
H  3.0914  0.0839  -4.6984
H  1.0135  1.4132  -4.7574
S  1.8920  -1.0799  -1.2961
C  2.3057  -0.9136  0.3064
N  2.8333  -1.9394  0.9889
C  3.7209  -1.6666  2.0999
C  3.1895  -0.5209  2.9509
N  2.7844  0.6035  2.1314
C  2.9776  1.9505  2.6409
C  4.1888  2.5817  1.9865
C  4.1285  3.8699  1.4737
C  5.2516  4.4419  0.8976
C  6.4356  3.7297  0.8097
C  6.4964  2.4376  1.3041
C  5.3807  1.8719  1.8942
C  2.1522  0.3949  0.9679
S  1.2034  1.5882  0.2814
C  2.7194  -3.2983  0.4799
C  3.5311  -3.6151  -0.7570
C  4.9180  -3.6085  -0.7076
C  5.6575  -3.9094  -1.8388
C  5.0139  -4.2204  -3.0240
C  3.6298  -4.2456  -3.0744
C  2.8899  -3.9507  -1.9441
H  4.7092  -1.4047  1.7002
H  3.8228  -2.5595  2.7204
H  3.9657  -0.1978  3.6473
H  2.3234  -0.8602  3.5379
H  3.1166  1.8928  3.7230
H  2.0840  2.5475  2.4337
H  3.2089  4.4342  1.5418
H  5.2036  5.4513  0.5185
H  7.3072  4.1795  0.3581
H  7.4144  1.8719  1.2489
H  5.4558  0.8745  2.3026
H  1.6602  -3.4626  0.2536
H  3.0164  -3.9711  1.2889
H  5.4233  -3.3784  0.2208
H  6.7359  -3.9020  -1.7917
H  5.5902  -4.4444  -3.9083
H  3.1261  -4.4918  -3.9975
H  1.8081  -3.9646  -1.9821
O  -0.8378  -0.4052  -0.6091
H  0.1221  -0.3427  -0.8859
H  -1.0894  -1.3122  -0.8518
Se  -3.8525  2.7317  -1.7647
C  -1.5787  -5.7032  -2.2247
C  -1.8086  -4.2434  -2.4498
C  -0.9709  -3.4827  -3.2597
C  -1.2302  -2.1405  -3.4950
C  -2.3447  -1.5498  -2.9213
C  -3.1682  -2.2883  -2.0785
C  -2.8994  -3.6224  -1.8431
S  -2.7997  0.2005  -3.0600
C  -2.8536  0.3766  -4.8570
O  -1.4962  0.9034  -2.6978
H  -0.7337  -6.0764  -2.7967
H  -2.4657  -6.2660  -2.5105
H  -1.4051  -5.8942  -1.1670
H  -0.1119  -3.9440  -3.7271
H  -0.5688  -1.5576  -4.1173
H  -4.0253  -1.8067  -1.6261
H  -3.5380  -4.1968  -1.1902
H  -1.8483  0.3040  -5.2541
H  -3.2720  1.3617  -5.0403
H  -3.5005  -0.3846  -5.2752
C  -2.1730  -4.1647  2.0380
C  -3.4546  -3.7829  1.6764
C  -3.7277  -2.4584  1.3694
C  -2.7230  -1.5006  1.4307
C  -1.4426  -1.8944  1.8155
C  -1.1647  -3.2156  2.1122
As  -3.0160  0.4321  1.0292
C  -2.9537  0.8653  2.9410
C  -1.8201  1.1272  3.6918
C  -1.9445  1.4561  5.0331
C  -3.2004  1.5250  5.6128
C  -4.3385  1.2639  4.8688
C  -4.2326  0.9364  3.5219
C  -5.3431  0.7375  2.5881
C  -6.6967  0.8515  2.8813
C  -7.6328  0.7258  1.8679
C  -7.2386  0.4879  0.5605
C  -5.8913  0.3739  0.2514
C  -4.9491  0.4857  1.2601
H  -1.9609  -5.1953  2.2803
H  -4.2481  -4.5174  1.6457
H  -4.7310  -2.1581  1.0884
H  -0.6584  -1.1460  1.8817
H  -0.1674  -3.5060  2.4173
H  -0.8443  1.1283  3.2159
H  -1.0667  1.6830  5.6203
H  -3.2947  1.8031  6.6515
H  -5.3094  1.3307  5.3330
H  -7.0245  1.0556  3.8907
H  -8.6813  0.8434  2.0964
H  -7.9771  0.4185  -0.2238
H  -5.5729  0.2579  -0.7790

Cartesian forces, eV/Å:
-1.1 -1.2 -0.1
0.2 -0.1 -0.4
0.2 0.9 0.0
0.1 0.3 -0.1
0.2 0.6 0.6
0.2 -0.4 -0.6
-0.1 -0.3 0.0
-0.1 0.1 0.3
0.2 0.9 0.6
0.1 0.0 -0.1
0.0 0.0 -0.3
0.1 0.1 0.0
0.1 0.0 -0.1
0.1 -0.1 0.0
0.0 0.1 0.1
-0.1 -0.1 0.1
0.2 0.2 0.1
0.0 -0.1 0.0
0.1 0.2 0.0
-0.1 0.2 0.2
0.1 0.0 0.0
0.0 0.0 0.1
0.0 0.0 0.0
0.0 -0.1 0.0
0.0 -0.1 -0.1
-0.1 -0.1 0.0
0.2 0.1 0.3
0.0 -1.2 -1.2
-0.3 0.3 0.2
0.2 0.4 0.5
0.1 -0.6 0.1
0.0 -0.3 -0.4
-0.1 0.4 0.2
-0.1 0.0 0.0
0.0 -0.1 0.1
0.0 0.1 0.0
0.0 0.1 -0.1
0.0 -0.1 0.1
0.0 0.1 0.0
-0.6 1.5 0.5
0.5 0.0 0.5
0.0 -0.3 -0.3
0.1 -0.2 0.1
-0.2 0.0 0.0
0.1 0.0 -0.1
0.1 0.0 0.0
-0.1 -0.1 0.0
0.2 -0.2 0.1
0.0 -0.1 0.1
0.0 0.1 -0.1
-0.1 0.0 -0.1
0.1 0.0 0.0
0.0 -0.1 0.0
0.2 -0.1 0.1
-0.1 0.0 0.0
0.0 0.1 -0.1
0.1 0.0 0.0
0.1 0.0 0.0
0.0 -0.1 0.0
0.1 0.0 0.1
-0.1 0.1 0.0
0.1 0.0 0.1
0.1 0.0 0.0
0.1 0.0 -0.1
0.0 0.0 -0.1
0.0 0.0 0.0
0.3 0.0 0.2
-0.6 0.0 0.0
-0.2 0.4 0.1
0.1 0.2 0.3
0.0 -0.1 0.1
-0.1 0.1 0.1
0.0 0.2 -0.1
0.0 0.1 -0.1
-0.3 0.3 0.0
-0.1 0.2 -0.1
0.2 -0.1 -0.2
-0.3 -1.9 -1.3
-0.1 0.2 0.4
0.6 0.0 -1.2
0.1 0.0 0.0
0.0 -0.1 0.0
0.1 -0.1 0.1
0.1 -0.1 0.0
0.1 0.1 -0.1
-0.1 0.0 0.1
-0.1 0.0 0.1
0.2 -0.1 0.0
0.0 0.1 0.0
-0.1 -0.2 0.0
-0.1 -0.1 0.0
0.0 -0.1 0.1
-0.1 0.4 -0.1
0.2 0.1 -0.4
0.1 0.3 0.0
0.0 0.0 0.0
-1.2 -1.0 1.9
0.0 0.3 0.1
0.1 0.0 -0.3
0.1 0.0 0.0
0.0 0.0 0.1
0.0 -0.1 -0.1
0.6 0.1 0.0
0.0 -0.1 -0.6
0.1 0.0 0.0
0.0 0.0 0.0
0.0 0.0 0.0
0.2 0.0 0.0
-0.1 0.1 0.0
0.0 -0.1 0.0
0.0 0.0 0.0
0.0 -0.1 0.0
0.0 -0.1 0.0
0.0 0.0 0.0
0.0 0.0 0.0
0.1 0.0 0.0
0.0 0.0 0.1
-0.1 0.0 0.1
0.0 0.0 0.1
-0.1 0.0 0.0
-0.1 0.0 -0.1
0.0 0.0 0.0

Properties
HOMO energy: -9.30 eV
Electronic energy: -228998.71297 eV
LUMO energy: -0.1290 Eh
F_max: 2.4 eV/Å
Multiplicity: 1
Net charge: +1

These are the Löwdin partial charges, in e, on atoms 1 to 99: number 1, Hf, carries 0.899; number 2, C, carries -0.154; number 3, N, carries -0.160; number 4, C, carries -0.104; number 5, C, carries -0.347; number 6, C, carries -0.009; number 7, C, carries -0.053; number 8, C, carries -0.148; number 9, N, carries -0.165; number 10, C, carries -0.227; number 11, C, carries -0.099; number 12, C, carries -0.082; number 13, C, carries -0.104; number 14, C, carries -0.107; number 15, C, carries -0.047; number 16, H, carries 0.134; number 17, H, carries 0.115; number 18, H, carries 0.149; number 19, H, carries 0.110; number 20, H, carries 0.100; number 21, H, carries 0.097; number 22, H, carries 0.099; number 23, H, carries 0.099; number 24, H, carries 0.106; number 25, H, carries 0.105; number 26, H, carries 0.108; number 27, S, carries 0.913; number 28, C, carries -0.616; number 29, N, carries -0.098; number 30, C, carries -0.110; number 31, C, carries -0.110; number 32, N, carries -0.114; number 33, C, carries -0.133; number 34, C, carries -0.206; number 35, C, carries -0.041; number 36, C, carries -0.075; number 37, C, carries -0.081; number 38, C, carries -0.073; number 39, C, carries -0.038; number 40, C, carries -0.614; number 41, S, carries 0.823; number 42, C, carries -0.127; number 43, C, carries -0.258; number 44, C, carries -0.037; number 45, C, carries -0.073; number 46, C, carries -0.078; number 47, C, carries -0.073; number 48, C, carries -0.104; number 49, H, carries 0.130; number 50, H, carries 0.136; number 51, H, carries 0.131; number 52, H, carries 0.141; number 53, H, carries 0.139; number 54, H, carries 0.083; number 55, H, carries 0.116; number 56, H, carries 0.108; number 57, H, carries 0.108; number 58, H, carries 0.107; number 59, H, carries 0.097; number 60, H, carries 0.117; number 61, H, carries 0.134; number 62, H, carries 0.109; number 63, H, carries 0.106; number 64, H, carries 0.106; number 65, H, carries 0.104; number 66, H, carries 0.083; number 67, O, carries -0.326; number 68, H, carries -0.124; number 69, H, carries 0.044; number 70, Se, carries 0.089; number 71, C, carries -0.033; number 72, C, carries -0.254; number 73, C, carries -0.026; number 74, C, carries -0.061; number 75, C, carries -0.387; number 76, C, carries -0.088; number 77, C, carries -0.023; number 78, S, carries 0.831; number 79, C, carries -0.187; number 80, O, carries -0.702; number 81, H, carries 0.081; number 82, H, carries 0.091; number 83, H, carries 0.083; number 84, H, carries 0.113; number 85, H, carries 0.118; number 86, H, carries 0.102; number 87, H, carries 0.116; number 88, H, carries 0.059; number 89, H, carries 0.056; number 90, H, carries 0.070; number 91, C, carries -0.082; number 92, C, carries -0.087; number 93, C, carries -0.100; number 94, C, carries -0.331; number 95, C, carries -0.125; number 96, C, carries -0.079; number 97, As, carries 1.340; number 98, C, carries -0.322; number 99, C, carries -0.102